ORCA calculation (ωB97M-V/def2-TZVPD) on a 2-piece molecular cluster, C11H13BNO4 overall.

Atoms and positions in Å:
C  -1.93613  -1.96104  0.20235
C  -0.53460  -0.32740  -1.01435
O  -1.12304  -2.91451  0.66176
H  1.24065  4.38919  -3.01752
O  1.59653  -2.72665  2.96004
C  -0.09095  -2.46844  1.52562
C  0.78534  -3.55164  2.16424
H  0.65544  -1.79683  1.07218
H  0.53657  4.45787  -4.64336
H  0.09209  2.93007  -0.41328
C  -1.20171  1.70609  0.76533
H  2.29888  4.44841  -4.43994
C  -0.33773  1.94196  -0.29770
N  1.33806  1.46458  -4.13430
H  0.21870  -4.26315  2.76400
H  1.21639  -0.45237  2.82670
C  1.35878  4.06391  -4.04952
H  -0.27633  -1.13921  -1.67708
H  0.68182  1.11203  -2.02098
H  1.39833  -3.98043  1.36262
H  -2.40590  0.20513  1.75598
C  -0.00066  0.94393  -1.20126
B  0.77588  -1.50280  3.31061
C  1.35673  2.60827  -4.10823
C  -1.73879  0.44034  0.94400
H  0.59779  -1.34854  4.51573
O  -3.05146  -2.21955  -0.15315
C  -1.39872  -0.56633  0.05024
H  -1.43013  2.49379  1.46657
O  -0.55563  -1.79837  2.64128

E_HOMO	-4.1	eV
LUMO level	2.24	eV
net charge	-1
HOMO-LUMO gap	6.289	eV

Results of the Löwdin charge analysis, in e, for atoms 1 through 2:
1 C -0.460
2 C -0.018